Here is 9 unconnected molecules or ions with the total composition C39H55N9O13 at a distorted geometry from OMol25. Energies are from ωB97M-V/def2-TZVPD.

Calculated values
- SMILES: O=[N+]([O-])c1ccccc1.O=[N+]([O-])c1ccccc1.O=[N+]([O-])c1ccccc1.O=[N+]([O-])c1ccccc1.CN(C)C=O.CN(C)C=O.CN(C)C=O.CN(C)C=O.CN(C)C=O
- Frontier orbital gap: 7.273 eV
- HOMO energy: -8.74 eV
- Total energy: -81329.13864 eV

```
! wB97M-V def2-TZVPD RIJCOSX def2/J DEFGRID3
* xyz 0 1
O -16.031 28.351 44.922
N -16.818 29.174 44.582
O -16.994 29.683 43.502
C -17.890 29.603 45.494
C -19.130 30.464 45.051
C -20.157 30.841 46.065
C -19.878 30.381 47.559
C -18.929 29.530 47.916
C -17.940 28.912 46.881
H -19.344 30.923 44.003
H -20.951 31.332 45.535
H -20.691 30.604 48.316
H -18.780 29.177 48.952
H -17.189 28.209 47.065
O -20.215 27.152 42.310
N -19.904 25.938 42.139
O -20.242 25.320 41.139
C -19.295 25.266 43.221
C -19.018 25.984 44.560
C -18.352 25.241 45.864
C -18.123 23.766 45.640
C -18.438 23.046 44.521
C -19.021 23.711 43.220
H -19.192 26.966 44.844
H -18.221 25.777 46.859
H -17.460 23.187 46.333
H -18.206 22.094 44.497
H -19.382 23.166 42.431
O -20.038 35.524 42.785
N -18.866 35.630 42.270
O -18.227 34.599 41.887
C -18.436 37.016 41.824
C -18.824 38.231 42.746
C -18.335 39.535 42.271
C -17.766 39.717 40.897
C -17.715 38.656 40.015
C -18.054 37.300 40.386
H -19.250 38.335 43.615
H -18.434 40.558 43.024
H -17.386 40.727 40.647
H -17.200 38.987 39.131
H -18.174 36.586 39.709
O -17.024 35.362 37.957
N -16.613 34.412 37.242
O -16.428 34.473 36.040
C -16.378 33.112 37.810
C -16.749 32.893 39.388
C -16.400 31.525 40.064
C -15.768 30.476 39.178
C -15.653 30.563 37.790
C -15.963 31.852 37.066
H -17.253 33.847 40.013
H -16.424 31.390 41.179
H -15.352 29.579 39.629
H -15.233 29.661 37.299
H -15.704 31.908 36.080
C -18.734 28.087 38.503
N -20.045 28.643 38.274
C -20.263 29.569 37.137
C -21.091 28.187 38.930
O -22.262 28.501 38.820
H -18.415 27.600 37.816
H -18.696 27.494 39.282
H -18.041 28.850 38.934
H -20.802 29.279 36.467
H -19.278 29.671 36.436
H -20.346 30.614 37.392
H -20.982 27.565 39.873
C -19.772 30.852 40.791
N -20.802 31.028 41.868
C -20.889 32.289 42.509
C -21.632 29.961 42.211
O -22.580 30.191 43.035
H -20.360 30.607 39.837
H -19.064 29.939 41.028
H -19.298 31.778 40.665
H -19.991 32.898 42.325
H -20.978 32.128 43.454
H -21.643 32.927 42.215
H -21.503 29.216 41.767
C -23.382 35.740 42.849
N -24.666 35.040 43.238
C -24.578 33.628 43.307
C -25.743 35.764 43.675
O -26.848 35.228 43.884
H -23.715 36.664 42.663
H -22.769 35.284 42.014
H -22.660 35.901 43.528
H -23.910 33.307 44.081
H -24.152 33.156 42.189
H -25.409 33.421 43.480
H -25.579 36.919 43.829
C -22.736 34.755 37.825
N -21.488 34.024 37.470
C -20.432 34.293 38.484
C -21.222 33.404 36.224
O -20.150 32.868 35.960
H -22.840 35.717 38.150
H -23.074 34.215 38.699
H -23.519 34.806 37.088
H -20.169 35.324 38.590
H -19.595 33.835 38.121
H -20.674 33.725 39.327
H -21.906 33.395 35.304
C -25.786 29.589 46.159
N -24.918 30.587 46.897
C -25.398 30.862 48.218
C -23.854 31.187 46.397
O -23.142 32.069 47.020
H -25.542 28.506 46.453
H -25.874 29.736 45.085
H -26.868 29.735 46.446
H -25.601 29.939 48.636
H -26.305 31.406 48.305
H -24.697 31.350 48.947
H -23.628 30.919 45.350
*
```